Version one
The following is a DFT calculation (ωB97M-V with the def2-TZVPD basis set) of 3 unconnected molecules or ions with the total composition C3H10N2O2.

Output
HOMO (eV): -8.04
SMILES string: [O-]/[NH+]=C/O.C=C.N
LUMO (eV): 0.6061
Net charge: 0

Each line ends with the Mulliken charge.
Element x y z (Å)
O (1.32043, -1.69215, 2.29479)  -0.6567
N (0.65566, -0.82181, 1.68695)  0.3049
C (1.20631, -0.00908, 0.89726)  -0.2265
O (0.72240, 1.16109, 0.46559)  -0.4612
H (-0.36744, -0.70715, 1.92941)  0.2393
H (2.19378, -0.34563, 0.61075)  0.5061
H (0.92971, 1.25978, -0.47320)  0.2803
C (0.51327, -1.59706, -1.93938)  -0.4630
C (0.14964, -0.37876, -2.28398)  -0.6294
H (-0.20756, -2.54269, -1.84162)  0.2103
H (1.42711, -1.69042, -1.56971)  0.3012
H (-0.90523, -0.12662, -2.53839)  0.1762
H (0.78847, 0.49365, -2.31647)  0.4102
N (-2.84348, 1.02249, 1.75804)  -0.6903
H (-3.20608, 0.55689, 2.66862)  0.2437
H (-3.70651, 1.44697, 1.39731)  0.2422
H (-2.27401, 1.79699, 1.97849)  0.2128

---

Version two
The following is a DFT calculation (ωB97M-V with the def2-TZVPD basis set) of 2 unconnected molecules or ions with the total composition C3H10N2O2.

Output
HOMO (eV): -8.80
SMILES string: NCNCC=O.O
LUMO (eV): 0.7606
Net charge: 0

Each line ends with the Mulliken charge.
Element x y z (Å)
N (-0.81074, 1.66949, 1.32564)  -0.3753
C (-0.28219, 0.35087, 1.53000)  -0.2988
N (1.14161, 0.21312, 1.08945)  -0.3600
C (1.39345, -0.35601, -0.20187)  -0.4159
C (0.50682, -0.04046, -1.40455)  -0.3433
O (-0.12262, 0.96354, -1.57856)  -0.4463
H (-1.76132, 1.77394, 1.61687)  0.1620
H (-0.20050, 2.46088, 1.34711)  0.1593
H (-0.28054, -0.02592, 2.55539)  0.2893
H (-0.87614, -0.36743, 0.95355)  0.1987
H (1.52547, 1.14999, 1.15902)  0.2736
H (1.32075, -1.44390, -0.11430)  0.2023
H (2.38660, -0.12804, -0.60876)  0.3802
H (0.68697, -0.72692, -2.26762)  0.5700
O (-1.47814, -2.35192, -0.95825)  -0.6547
H (-1.21387, -1.63163, -1.54011)  0.3407
H (-0.63168, -2.72474, -0.64851)  0.3182

---

Version three
The following is a DFT calculation (ωB97M-V with the def2-TZVPD basis set) of 2 unconnected molecules or ions with the total composition C3H10N2O2.

Output
HOMO (eV): -9.12
SMILES string: C=C(O)CN.NO
LUMO (eV): 0.7221
Net charge: 0

Each line ends with the Mulliken charge.
Element x y z (Å)
C (-1.15917, -0.12407, -2.00367)  -0.8584
C (-0.84662, -0.37653, -0.73366)  0.2587
O (-1.85730, -0.65234, 0.15354)  -0.5037
C (0.56514, -1.26514, -0.45398)  -0.4060
N (0.83666, -1.41384, 0.92283)  -0.6439
H (-0.39427, -0.07227, -2.75850)  0.2500
H (-2.17615, 0.05297, -2.31418)  0.2816
H (-1.46859, -0.79450, 1.02942)  0.3778
H (0.43698, -2.23112, -0.94163)  0.3434
H (1.34507, -0.66161, -0.92389)  0.3127
H (0.81645, -0.50776, 1.40321)  0.3115
H (0.23429, -2.08754, 1.38280)  0.2511
N (1.11821, 2.33390, 0.88373)  -0.4737
O (0.11693, 1.40748, 1.32152)  -0.4913
H (0.81347, 3.25027, 1.20418)  0.2387
H (1.95096, 2.11199, 1.42919)  0.2463
H (-0.33205, 1.03011, 0.39910)  0.5052

---

Version four
The following is a DFT calculation (ωB97M-V with the def2-TZVPD basis set) of a molecular structure, C3H10N2O2.

Output
HOMO (eV): -8.00
LUMO (eV): 0.3766
Net charge: 0

Each line ends with the Mulliken charge.
Element x y z (Å)
C (-3.03267, 0.46489, 1.04002)  -0.5203
O (-2.48534, -0.17218, -0.07510)  -0.6298
O (-0.16061, 0.05656, 0.18244)  -0.6958
H (-1.35986, -0.45021, 0.08543)  0.3889
H (-2.73900, -0.01696, 1.98363)  0.2207
H (-2.74091, 1.52216, 1.09897)  0.1980
H (-4.12509, 0.41819, 0.95992)  0.2332
C (2.02880, -0.88096, 0.94894)  -0.8168
N (0.96459, 0.75568, -2.13488)  -0.3636
C (1.72943, 0.09034, -1.23917)  0.1087
N (1.24169, -0.28315, -0.10506)  0.2058
H (-0.01319, 0.81920, -1.87246)  0.2737
H (1.25312, 0.81619, -3.09607)  0.2328
H (2.78284, -0.04240, -1.45762)  0.2763
H (1.58525, -1.83760, 1.22681)  0.2892
H (3.06336, -1.03166, 0.63074)  0.3044
H (2.00758, -0.22810, 1.82347)  0.2948

---

Decreasing stability: version two, version four, version three, version one

---

Version one
The following is a DFT calculation (ωB97M-V with the def2-TZVPD basis set) of 2 unconnected molecules or ions with the total composition C3H10N2O2.

Output
HOMO (alpha / beta) (eV): -7.52 / -7.52
LUMO (alpha / beta) (eV): 0.7957 / 0.7957
Net charge: 0

Each line ends with the Mulliken charge.
Element x y z (Å)
C (0.61231, 0.95915, 1.68512)  -1.4939
C (0.51180, -1.35792, 0.34186)  -0.3068
C (0.75839, 0.06919, 0.42265)  0.6597
N (1.16221, 0.29680, -1.85652)  -1.1812
N (0.92527, 0.80129, -0.68361)  0.4621
O (-0.37731, -1.70323, -0.65992)  -0.5349
O (-2.72925, 0.07390, -0.76807)  -0.5898
H (1.35001, 1.71208, 1.83241)  0.3933
H (-0.25864, 1.65164, 1.85474)  0.3155
H (0.47555, 0.30884, 2.54161)  0.3554
H (0.02000, -1.67283, 1.32516)  0.2564
H (1.57159, -1.85524, 0.40419)  0.2143
H (1.17210, 0.96902, -2.71211)  0.1799
H (-3.65997, -0.14176, -0.84706)  0.3040
H (0.99962, 1.84717, -0.61108)  0.2795
H (-0.14965, -1.18056, -1.45808)  0.3904
H (-2.38403, -0.77754, -0.81127)  0.2961

---

Version two
The following is a DFT calculation (ωB97M-V with the def2-TZVPD basis set) of 2 unconnected molecules or ions with the total composition C3H10N2O2.

Output
HOMO (eV): -8.97
SMILES string: C/N=C(/C)O.NO
LUMO (eV): 0.4392
Net charge: 0

Each line ends with the Mulliken charge.
Element x y z (Å)
C (1.19318, 1.51092, 1.10092)  -0.8808
N (1.11554, 0.42080, 0.13425)  -0.6457
C (0.19213, 0.46581, -0.76784)  0.9332
C (0.16973, -0.46330, -1.93753)  -1.1371
O (-0.84768, 1.31123, -0.67540)  -0.5391
H (1.58816, 1.11584, 2.04019)  0.3016
H (1.87461, 2.28748, 0.74186)  0.2986
H (0.23104, 1.97561, 1.33436)  0.3235
H (0.83650, -1.31000, -1.76327)  0.2479
H (0.51123, 0.07221, -2.82845)  0.3863
H (-0.83954, -0.84994, -2.09901)  0.3835
H (-1.49793, 1.16694, -1.37986)  0.3368
N (-1.48337, -1.87656, 1.38879)  -0.4252
O (-0.19415, -1.97688, 0.75529)  -0.4393
H (-2.01273, -1.27878, 0.75010)  0.2309
H (-1.33369, -1.39730, 2.27795)  0.2538
H (0.49696, -1.17408, 0.92763)  0.3709

---

Version three
The following is a DFT calculation (ωB97M-V with the def2-TZVPD basis set) of 2 unconnected molecules or ions with the total composition C3H10N2O2.

Output
HOMO (eV): -9.80
SMILES string: CCNC(N)=O.O
LUMO (eV): 0.7359
Net charge: 0

Each line ends with the Mulliken charge.
Element x y z (Å)
C (1.03473, -0.36062, -2.14050)  -0.9584
C (1.58316, 0.46908, -0.94997)  -0.8001
N (1.06333, 0.07492, 0.33161)  -0.1988
C (-0.29718, 0.19069, 0.67366)  0.4986
N (-0.91891, 1.23755, 0.05819)  -0.2864
O (-0.74280, -0.60351, 1.47381)  -0.6841
H (1.28355, -1.42532, -2.04654)  0.3053
H (-0.04959, -0.37271, -2.23680)  0.2974
H (1.51237, -0.04531, -3.06365)  0.3722
H (1.49276, 1.54787, -1.13506)  0.3711
H (2.65355, 0.35220, -1.03540)  0.3447
H (1.36523, -0.83730, 0.61951)  0.2675
H (-1.80376, 1.60255, 0.29764)  0.2046
H (-0.49029, 1.52744, -0.80198)  0.1907
O (-2.50967, -0.81426, 3.56476)  -0.6118
H (-2.18051, -0.94083, 2.65393)  0.3859
H (-2.99597, -1.60243, 3.73679)  0.3015

---

Decreasing stability: version three, version two, version one

---

Version one
The following is a DFT calculation (ωB97M-V with the def2-TZVPD basis set) of 2 unconnected molecules or ions with the total composition C3H8O2.

Output
HOMO (eV): -9.19
SMILES string: C=CO.CO
LUMO (eV): 0.9039
Net charge: 0

Each line ends with the Mulliken charge.
Element x y z (Å)
C (-0.21857, 1.25459, -0.94472)  -0.7043
C (-0.02969, 1.99798, 0.15451)  0.0484
O (0.74836, 1.56628, 1.20728)  -0.5233
H (-0.99838, 1.63701, -1.58552)  0.2473
H (0.25969, 0.28760, -0.95571)  0.2174
H (-0.17326, 3.07098, 0.22922)  0.3648
H (1.42406, 0.97397, 0.88847)  0.3362
C (-0.12225, -2.02116, 0.44627)  -0.4913
O (-0.33628, -2.15848, -0.92788)  -0.4890
H (0.75374, -2.60874, 0.72816)  0.1903
H (-0.85866, -2.56178, 1.06631)  0.2887
H (-0.15611, -0.99083, 0.78572)  0.2278
H (-1.21289, -2.39766, -1.17380)  0.2870

---

Version two
The following is a DFT calculation (ωB97M-V with the def2-TZVPD basis set) of 2 unconnected molecules or ions with the total composition C3H8O2.

Output
HOMO (eV): -8.78
SMILES string: C/C=C/O.O
LUMO (eV): 0.7790
Net charge: 0

Each line ends with the Mulliken charge.
Element x y z (Å)
C (2.19161, -0.89767, 0.47306)  -1.0781
C (0.81305, -0.55641, 1.04701)  0.1476
C (-0.11571, 0.01423, 0.20747)  -0.2884
O (-1.43474, 0.16492, 0.55333)  -0.5945
H (2.78972, -1.73206, 0.97836)  0.2892
H (2.14515, -1.11749, -0.60005)  0.3109
H (2.83234, -0.00635, 0.33929)  0.2776
H (0.74892, -0.63816, 2.11658)  0.3433
H (0.26782, 0.08402, -0.86019)  0.1906
H (-2.06706, -0.32549, -0.07546)  0.3687
O (-2.81716, 1.33155, -1.59339)  -0.6255
H (-2.01499, 1.52346, -1.15765)  0.3372
H (-3.33895, 2.15544, -1.42836)  0.3214

---

Decreasing stability: version two, version one

---

Version one
The following is a DFT calculation (ωB97M-V with the def2-TZVPD basis set) of 2 unconnected molecules or ions with the total composition C3H8O2.

Output
HOMO (eV): -11.11
SMILES string: O=CO.CC
LUMO (eV): 0.6838
Net charge: 0

Each line ends with the Mulliken charge.
Element x y z (Å)
O (0.16541, -2.35773, -2.74563)  -0.4350
C (-0.79730, -1.91836, -3.28937)  0.2451
O (-1.75979, -1.19451, -2.65662)  -0.4324
H (-1.04920, -2.02049, -4.35182)  0.2986
H (-1.97326, -1.57509, -1.79251)  0.3225
C (0.03755, 1.53551, 2.04972)  -0.7956
C (1.27052, 0.74250, 1.66456)  -0.8105
H (-0.06341, 2.38602, 1.38894)  0.2500
H (0.02265, 1.84174, 3.09306)  0.2823
H (-0.82801, 0.92482, 2.01188)  0.2790
H (2.05913, 1.33471, 1.22269)  0.2827
H (1.81654, 0.31093, 2.50280)  0.2752
H (1.09915, -0.01004, 0.90231)  0.2381

---

Version two
The following is a DFT calculation (ωB97M-V with the def2-TZVPD basis set) of a single C3H8O2 molecule.

Output
HOMO (eV): -9.11
SMILES string: OCCCO
LUMO (eV): 0.5869
Net charge: 0

Each line ends with the Mulliken charge.
Element x y z (Å)
O (0.35107, 1.18410, 1.24679)  -0.6654
C (0.50909, 1.04912, -0.45635)  -0.2280
C (0.09673, -0.29277, -1.02605)  -0.4602
C (-0.53954, -1.19240, 0.19160)  -0.5087
O (0.26923, -1.21963, 1.29680)  -0.6645
H (-0.55846, 1.39064, 1.53775)  0.3490
H (1.57682, 1.25600, -0.45741)  0.2335
H (-0.09407, 1.90008, -0.76408)  0.2829
H (0.94886, -0.86309, -1.42372)  0.2895
H (-0.69397, -0.21277, -1.79301)  0.3064
H (-1.51300, -0.70156, 0.38988)  0.2583
H (-0.72756, -2.17968, -0.26491)  0.3596
H (0.37479, -0.11805, 1.52272)  0.4477

---

Version three
The following is a DFT calculation (ωB97M-V with the def2-TZVPD basis set) of a single C3H8O2 molecule.

Output
HOMO (eV): -7.43
LUMO (eV): 0.6214
Net charge: 0

Each line ends with the Mulliken charge.
Element x y z (Å)
C (1.61926, -0.44158, -1.07875)  -0.6485
C (0.35415, 0.06189, 0.91799)  -0.7870
O (0.26176, -0.45165, -0.62660)  -0.1936
C (-1.08496, 0.03206, 1.20393)  -0.1378
O (-1.77824, 0.77806, 0.18627)  -0.5868
H (2.15410, -1.08635, -0.38774)  0.3444
H (2.01934, 0.57133, -0.99140)  0.3224
H (1.62272, -0.82266, -2.09637)  0.2683
H (0.59147, 1.13216, 0.74089)  0.1513
H (-0.27622, 0.20742, -1.11809)  0.4063
H (-1.47053, -0.99208, 1.24787)  0.2794
H (-1.20564, 0.54160, 2.16501)  0.2865
H (-2.60291, 0.41091, -0.13904)  0.2951

---

Decreasing stability: version one, version two, version three

---

Version one
The following is a DFT calculation (ωB97M-V with the def2-TZVPD basis set) of 2 unconnected molecules or ions with the total composition C3H8O2.

Output
HOMO (eV): -8.28
SMILES string: C/C=C/O.O
LUMO (eV): 0.8317
Net charge: 0

Each line ends with the Mulliken charge.
Element x y z (Å)
C (-1.73198, -0.01032, 0.42607)  -0.9372
C (-0.40983, 0.09981, 1.20051)  -0.1438
C (0.69545, -0.44731, 0.70016)  -0.0375
O (2.00159, -0.33585, 0.98242)  -0.4633
H (-2.40121, 0.73691, 0.83127)  0.3016
H (-1.43261, 0.09310, -0.62239)  0.2283
H (-2.18325, -1.00567, 0.38956)  0.2753
H (-0.42524, 0.78026, 2.04279)  0.2943
H (0.62981, -1.14552, -0.13158)  0.2020
H (2.27057, 0.26908, 1.64491)  0.2875
O (1.24974, 0.32447, -2.20694)  -0.6305
H (0.94775, -0.45801, -2.70549)  0.3164
H (0.78921, 1.09905, -2.55129)  0.3068

---

Version two
The following is a DFT calculation (ωB97M-V with the def2-TZVPD basis set) of a single C3H8O2 molecule.

Output
HOMO (eV): -7.13
LUMO (eV): 0.4191
Net charge: 0

Each line ends with the Mulliken charge.
Element x y z (Å)
C (-0.05577, 0.22900, -1.84886)  -0.5944
C (0.72935, 0.23295, 0.20742)  -0.7052
O (-0.79801, 0.19836, -0.45309)  -0.3236
C (0.50766, -0.68009, 1.30751)  -0.1928
O (-0.49428, -0.29451, 2.20974)  -0.5496
H (0.49532, -0.69998, -1.95943)  0.3055
H (0.62814, 1.06768, -2.00198)  0.3227
H (-0.93984, 0.26179, -2.48469)  0.2981
H (0.79203, 1.25486, 0.60853)  0.2163
H (-1.18285, 1.09152, -0.34092)  0.3799
H (0.29505, -1.69558, 0.95363)  0.2429
H (1.42978, -0.65844, 1.89828)  0.3176
H (-1.40658, -0.30755, 1.90387)  0.2826

---

Decreasing stability: version one, version two

---

Version one
The following is a DFT calculation (ωB97M-V with the def2-TZVPD basis set) of a single C4H6N2O molecule.

Output
HOMO (eV): -7.68
SMILES string: Nc1[nH]ccc1O
LUMO (eV): 0.8645
Net charge: 0

Each line ends with the Mulliken charge.
Element x y z (Å)
N (0.31946, -1.86799, 0.86935)  -0.6038
C (0.22579, -0.56878, 0.32882)  -0.1755
N (1.12017, 0.41093, 0.67696)  0.0252
C (0.85332, 1.55934, -0.02315)  -0.6442
C (-0.21575, 1.31704, -0.84922)  -0.5400
C (-0.61469, -0.03022, -0.61413)  0.6742
O (-1.61519, -0.75107, -1.23142)  -0.5798
H (-0.12480, -2.52016, 0.23126)  0.2773
H (-0.16702, -1.93899, 1.75884)  0.2376
H (1.89791, 0.25547, 1.29634)  0.2126
H (1.44325, 2.45280, 0.12446)  0.3855
H (-0.66321, 2.01482, -1.54543)  0.4059
H (-2.45924, -0.33319, -1.02269)  0.3253

---

Version two
The following is a DFT calculation (ωB97M-V with the def2-TZVPD basis set) of a single C4H6N2O molecule.

Output
HOMO (eV): -8.74
SMILES string: Cc1cc(O)n[nH]1
LUMO (eV): 0.9492
Net charge: 0

Each line ends with the Mulliken charge.
Element x y z (Å)
C (0.69298, -0.07796, -1.93625)  -1.1308
C (0.23388, -0.06950, -0.51451)  0.3922
C (-0.99869, 0.23198, 0.02118)  -0.3172
C (-0.81057, 0.10196, 1.41343)  0.3468
O (-1.75444, 0.31752, 2.35454)  -0.4958
N (0.41766, -0.25566, 1.73160)  -0.9348
N (1.03932, -0.36086, 0.53240)  0.3120
H (0.96005, -1.08170, -2.27953)  0.2933
H (1.56673, 0.56606, -2.08212)  0.3116
H (-0.11632, 0.28731, -2.57253)  0.2779
H (-1.89767, 0.51040, -0.50858)  0.3522
H (-1.31992, 0.20133, 3.20984)  0.3615
H (2.02196, -0.58411, 0.51426)  0.2312

---

Decreasing stability: version two, version one